(1)
This record from the OMol25 dataset describes C38H48AsN4NaO3 as an isolated structure. The level of theory is the ωB97M-V functional and the def2-TZVPD basis.

Geometry as ORCA input:
```
! wB97M-V def2-TZVPD RIJCOSX def2/J DEFGRID3
* xyz -2 1
Na 0.452 0.165 -0.358
C 0.109 -2.311 4.309
C -1.304 -1.940 3.825
C -2.153 -3.186 3.909
C -3.317 -3.437 3.235
C -4.101 -2.663 2.344
C -3.837 -1.333 1.881
C -5.041 -0.573 1.372
C -2.579 -0.825 1.929
N -1.952 0.431 1.670
C -2.399 1.652 1.433
O -3.586 2.040 1.529
C -1.393 2.666 0.947
C -1.411 3.962 1.454
C -0.579 4.908 0.883
C 0.221 4.554 -0.195
C 0.172 3.244 -0.655
N -0.613 2.331 -0.081
C 1.042 2.836 -1.857
O 1.820 3.716 -2.277
N 0.817 1.612 -2.307
C 1.555 1.149 -3.395
C 0.861 0.780 -4.563
C -0.631 0.954 -4.608
C 1.552 0.275 -5.657
C 2.929 0.108 -5.623
C 3.613 0.446 -4.464
C 2.953 0.961 -3.354
C 3.705 1.289 -2.101
H 0.054 -2.767 5.302
H 0.767 -1.444 4.361
H 0.543 -3.045 3.623
H -1.758 -3.986 4.533
H -3.742 -4.422 3.440
H -5.064 -3.084 2.067
H -5.767 -1.285 0.967
H -4.811 0.177 0.621
H -5.520 -0.034 2.193
H -2.082 4.196 2.269
H -0.559 5.923 1.263
H 0.881 5.251 -0.691
H -1.115 0.342 -3.845
H -1.025 0.676 -5.588
H -0.904 1.989 -4.395
H 0.996 0.003 -6.549
H 3.458 -0.297 -6.478
H 4.689 0.307 -4.412
H 4.701 0.836 -2.106
H 3.158 0.904 -1.239
H 3.793 2.370 -1.977
C 3.626 1.169 1.400
N 2.357 0.487 1.577
C 2.565 -0.833 2.146
C 1.509 1.315 2.444
C 0.210 0.666 2.896
C -0.202 0.961 4.136
C -1.394 0.424 4.797
C -1.874 -0.816 4.673
C -1.275 -1.466 2.330
C -0.562 -0.146 1.885
H 4.136 1.339 2.366
H 3.466 2.139 0.925
H 4.285 0.576 0.764
H 2.982 -0.781 3.168
H 3.258 -1.389 1.511
H 1.614 -1.363 2.177
H 1.291 2.236 1.888
H 2.088 1.610 3.339
H 0.391 1.660 4.733
H -1.909 1.103 5.473
H -2.779 -1.063 5.220
H -0.995 -2.349 1.740
C 1.681 -2.837 -3.186
As 2.536 -2.325 -1.505
C 4.364 -2.893 -1.975
C 2.038 -3.904 -0.459
H 2.082 -3.779 -3.568
H 1.829 -2.046 -3.921
H 0.614 -2.939 -2.991
H 4.385 -3.928 -2.323
H 5.015 -2.792 -1.106
H 4.737 -2.241 -2.767
H 2.167 -4.826 -1.030
H 0.995 -3.791 -0.165
H 2.648 -3.952 0.444
C -2.535 -0.459 -1.446
C -1.823 -1.752 -1.170
C -2.646 -2.981 -0.926
O -0.602 -1.804 -1.126
H -3.093 -0.182 -0.552
H -3.252 -0.581 -2.262
H -1.824 0.335 -1.675
H -3.537 -3.001 -1.556
H -2.989 -2.968 0.120
H -2.040 -3.872 -1.090
*
```

Properties
Energy above the lowest of the compared OMol25 structures with the same formula, charge and spin ... 88.1 kcal/mol
HOMO level ... 0.014 hartree
LUMO level ... 3.70 eV

---

(2)
This record from the OMol25 dataset describes C38H49Cl3N6O7OsS2Si as an isolated structure at a distorted geometry. The level of theory is the ωB97M-V functional and the def2-TZVPD basis.

Geometry as ORCA input:
```
! wB97M-V def2-TZVPD RIJCOSX def2/J DEFGRID3
* xyz 2 5
Os 0.577 -2.182 0.172
N 6.055 2.842 -1.641
C 5.510 1.647 -1.338
C 5.386 1.232 0.004
C 4.820 0.013 0.311
C 4.344 -0.798 -0.710
C 4.455 -0.411 -2.037
C 5.022 0.803 -2.355
S 3.569 -2.354 -0.336
O 4.489 -3.344 0.096
O 2.637 -2.671 -1.414
N 2.425 -2.017 0.822
C 2.391 -1.845 2.150
N 3.406 -1.451 2.906
C 3.176 -1.332 4.203
C 1.938 -1.599 4.776
C 0.908 -1.933 3.904
N 1.125 -2.041 2.607
H 6.516 3.386 -0.930
H 6.239 3.074 -2.603
H 5.786 1.860 0.786
H 4.756 -0.334 1.330
H 4.097 -1.079 -2.802
H 5.121 1.104 -3.387
H 4.016 -1.000 4.799
H 1.775 -1.539 5.839
H -0.103 -2.108 4.249
Cl 0.369 4.783 -5.400
C 0.515 4.634 -3.699
C -0.545 4.141 -2.946
C -0.409 4.019 -1.577
C 0.772 4.364 -0.929
C 0.902 4.167 0.565
C 1.912 3.012 0.851
N 1.568 1.815 0.138
C 1.886 1.534 -1.159
C 1.362 0.305 -1.436
N 0.726 -0.157 -0.321
C 0.859 0.781 0.605
O 1.367 5.349 1.169
C 0.814 5.664 2.431
C -0.673 5.867 2.390
C -1.297 6.793 1.573
Cl -0.533 7.826 0.471
S -3.024 6.792 1.778
C -2.896 5.549 2.940
C -1.605 5.152 3.161
C 1.825 4.862 -1.701
Cl 3.328 5.307 -0.981
C 1.699 5.003 -3.073
H -1.465 3.866 -3.432
H -1.241 3.649 -0.995
H -0.082 3.883 0.969
H 1.933 2.801 1.923
H 2.899 3.357 0.532
H 2.449 2.204 -1.776
H 1.403 -0.264 -2.343
H 0.436 0.718 1.589
H 1.312 6.595 2.714
H 1.055 4.897 3.179
H -3.780 5.164 3.406
H -1.328 4.387 3.863
H 2.518 5.397 -3.651
C -4.750 -4.150 2.594
C -3.409 -3.607 2.096
C -2.324 -4.678 2.148
C -2.978 -2.400 2.936
O -3.631 -3.167 0.762
Si -2.695 -2.988 -0.530
O -1.284 -2.255 -0.113
O -3.444 -2.067 -1.617
C -3.664 -0.665 -1.656
C -4.829 -0.421 -2.618
C -2.389 -0.003 -2.189
C -3.988 -0.130 -0.265
O -2.297 -4.415 -1.178
C -1.183 -4.796 -1.970
C -0.766 -3.675 -2.918
C -0.025 -5.154 -1.029
C -1.617 -6.038 -2.762
H -4.689 -4.428 3.642
H -5.032 -5.022 2.010
H -5.515 -3.387 2.476
H -2.234 -5.071 3.157
H -1.367 -4.248 1.841
H -2.582 -5.488 1.474
H -2.863 -2.700 3.973
H -3.730 -1.620 2.877
H -2.032 -2.015 2.552
H -4.603 -0.851 -3.589
H -4.995 0.646 -2.733
H -5.733 -0.883 -2.232
H -2.189 -0.344 -3.200
H -1.554 -0.289 -1.547
H -2.491 1.078 -2.196
H -4.817 -0.690 0.156
H -4.255 0.921 -0.314
H -3.120 -0.258 0.379
H -0.330 -2.848 -2.345
H -1.637 -3.307 -3.451
H -0.028 -4.032 -3.630
H 0.249 -4.274 -0.387
H 0.855 -5.440 -1.599
H -0.312 -5.971 -0.371
H -2.462 -5.784 -3.398
H -1.923 -6.828 -2.082
H -0.801 -6.401 -3.380
*
```

Properties
Energy above the lowest of the compared OMol25 structures with the same formula, charge and spin ... 38.7 kcal/mol
HOMO level (spin up / spin down) ... -0.456 / -0.456 hartree
Expectation value of S² ... 6.0457
LUMO level (spin up / spin down) ... -5.92 / -9.77 eV

---

(3)
This record from the OMol25 dataset describes C38H50BrN6O4SSeSi3Y as an isolated structure at a distorted geometry. The level of theory is the ωB97M-V functional and the def2-TZVPD basis.

Geometry as ORCA input:
```
! wB97M-V def2-TZVPD RIJCOSX def2/J DEFGRID3
* xyz 2 1
Y -0.649 -0.508 0.029
C -0.608 -2.271 3.182
O -0.442 -2.158 1.761
Si 0.255 -3.438 0.783
C 1.709 -4.157 1.694
C -1.049 -4.764 0.709
C 0.567 -2.426 -0.721
Si 0.290 -3.400 -2.329
C 1.387 -4.920 -2.365
C -1.447 -4.083 -2.607
C 0.658 -2.358 -3.850
Si 2.297 -1.716 -0.758
C 2.520 -0.741 0.867
C 3.781 -2.822 -0.983
C 2.396 -0.342 -2.051
H -1.187 -3.161 3.427
H -1.139 -1.393 3.546
H 0.366 -2.332 3.667
H 1.392 -4.656 2.613
H 2.494 -3.445 1.950
H 2.159 -4.925 1.058
H -1.477 -4.922 1.703
H -0.603 -5.714 0.408
H -1.862 -4.553 0.016
H 1.177 -5.568 -1.509
H 2.454 -4.696 -2.354
H 1.183 -5.506 -3.264
H -1.451 -5.163 -2.445
H -1.739 -3.915 -3.647
H -2.223 -3.666 -1.978
H 1.724 -2.193 -4.010
H 0.170 -1.379 -3.831
H 0.286 -2.893 -4.727
H 2.279 -1.286 1.778
H 2.022 1.151 0.399
H 3.530 -0.341 0.985
H 3.776 -3.699 -0.335
H 4.685 -2.247 -0.762
H 3.864 -3.166 -2.014
H 1.429 0.093 -2.315
H 2.817 -0.721 -2.982
H 3.042 0.466 -1.712
C -4.522 0.622 0.846
O -3.135 0.893 1.105
C -2.922 2.041 1.842
C -3.930 2.871 2.310
C -3.599 4.006 3.042
Br -4.979 5.128 3.650
C -2.287 4.302 3.342
C -1.274 3.456 2.893
C -1.600 2.354 2.121
O -0.623 1.531 1.574
C 0.112 3.763 3.284
N 0.666 4.930 3.208
C 1.930 4.769 3.768
C 2.936 5.714 3.971
C 4.092 5.290 4.591
C 4.256 3.958 5.009
C 3.274 3.008 4.806
C 2.117 3.444 4.170
N 0.945 2.787 3.806
H -4.974 1.451 0.303
H -5.055 0.452 1.782
H -4.570 -0.269 0.238
H -4.970 2.664 2.125
H -2.022 5.171 3.926
H 0.252 1.851 1.850
H 2.796 6.741 3.662
H 4.889 5.998 4.777
H 5.172 3.674 5.510
H 3.402 1.986 5.139
H 0.624 1.930 4.228
Se -4.978 -0.488 -6.675
N -3.675 0.553 -6.072
C -3.425 0.178 -4.844
C -2.417 0.808 -4.000
C -1.673 1.914 -4.421
C -0.758 2.479 -3.562
C -0.589 1.910 -2.306
N -1.281 0.849 -1.893
C -2.203 0.307 -2.719
C -2.996 -0.826 -2.211
N -2.719 -1.283 -0.973
C -3.475 -2.247 -0.453
C -4.553 -2.807 -1.128
C -4.810 -2.387 -2.415
C -4.012 -1.391 -2.982
C -4.218 -0.901 -4.339
N -5.108 -1.398 -5.158
H -1.838 2.309 -5.416
H -0.172 3.341 -3.845
H 0.138 2.320 -1.612
H -3.213 -2.583 0.544
H -5.149 -3.573 -0.653
H -5.615 -2.811 -3.001
C 5.007 2.360 -0.954
S 3.326 2.800 -0.467
C 3.697 4.006 0.815
O 1.569 0.383 0.822
H 5.507 3.243 -1.345
H 4.955 1.610 -1.740
H 5.566 1.962 -0.108
H 4.314 4.801 0.399
H 4.207 3.541 1.656
H 2.756 4.437 1.152
*
```

Properties
Energy above the lowest of the compared OMol25 structures with the same formula, charge and spin ... 16.7 kcal/mol
HOMO level ... -0.468 hartree
LUMO level ... -6.00 eV

---

(4)
This record from the OMol25 dataset describes C38H51B2F4N11Sn as an isolated structure at a distorted geometry. The level of theory is the ωB97M-V functional and the def2-TZVPD basis.

Geometry as ORCA input:
```
! wB97M-V def2-TZVPD RIJCOSX def2/J DEFGRID3
* xyz 2 1
Sn 0.178 -0.410 -0.201
C -4.310 -2.761 1.572
C -3.254 -2.587 0.533
C -2.978 -3.403 -0.545
C -1.894 -2.867 -1.226
N -1.519 -1.722 -0.561
N -2.387 -1.575 0.510
B -2.461 -0.307 1.344
N -2.312 0.953 0.473
N -1.457 1.027 -0.606
C -1.756 2.165 -1.289
C -2.792 2.801 -0.604
C -3.114 2.026 0.491
C -4.149 2.285 1.536
C -1.240 2.619 -2.647
C -1.856 3.974 -2.996
C -1.729 1.581 -3.676
C 0.281 2.732 -2.730
N -1.365 -0.337 2.413
N -0.012 -0.361 2.093
C 0.648 -0.345 3.321
C -0.303 -0.315 4.322
C -1.544 -0.315 3.727
C -2.878 -0.297 4.402
C 2.138 -0.347 3.668
C 2.802 -1.587 3.100
C 2.812 0.902 3.106
C 2.310 -0.351 5.189
C -1.411 -3.400 -2.569
C -1.864 -2.367 -3.622
C 0.092 -3.592 -2.673
C -2.102 -4.729 -2.872
H -4.793 -3.724 1.430
H -5.071 -1.984 1.505
H -3.884 -2.731 2.574
H -3.517 -4.297 -0.806
H -3.530 -0.262 1.866
H -3.278 3.720 -0.882
H -4.568 3.276 1.385
H -3.725 2.235 2.538
H -4.963 1.561 1.480
H -2.941 3.912 -3.087
H -1.461 4.306 -3.956
H -1.612 4.735 -2.250
H -2.808 1.433 -3.596
H -1.233 0.627 -3.531
H -1.501 1.933 -4.683
H 0.635 3.633 -2.221
H 0.589 2.793 -3.774
H 0.780 1.870 -2.310
H -0.116 -0.299 5.379
H -2.729 -0.230 5.477
H -3.444 -1.203 4.192
H -3.485 0.550 4.085
H 2.664 -1.616 2.030
H 2.379 -2.496 3.533
H 3.872 -1.574 3.315
H 2.685 0.941 2.036
H 3.878 0.885 3.332
H 2.384 1.807 3.545
H 1.869 -1.241 5.642
H 1.864 0.531 5.650
H 3.374 -0.347 5.426
H -1.299 -1.446 -3.528
H -2.927 -2.142 -3.516
H -1.693 -2.769 -4.621
H 0.642 -2.723 -2.360
H 0.361 -3.781 -3.712
H 0.417 -4.447 -2.080
H -3.183 -4.613 -2.955
H -1.891 -5.480 -2.106
H -1.733 -5.110 -3.824
N 0.757 4.098 0.688
C 0.306 2.863 0.606
N 1.016 1.856 0.148
C 2.317 2.097 -0.244
N 3.124 1.113 -0.482
N 2.661 -0.128 -0.343
C 3.261 -1.175 -0.705
C 2.687 -2.479 -0.381
C 3.453 -3.624 -0.452
C 2.869 -4.833 -0.089
C 1.546 -4.847 0.319
C 0.843 -3.654 0.336
N 1.416 -2.500 0.000
C 2.820 3.450 -0.321
C 4.075 3.766 -0.852
C 4.522 5.067 -0.802
C 3.724 6.065 -0.232
C 2.473 5.772 0.268
C 2.025 4.459 0.208
H 0.162 4.813 1.082
H -0.700 2.684 0.960
H 4.189 -1.125 -1.271
H 4.485 -3.566 -0.770
H 3.446 -5.748 -0.124
H 1.059 -5.764 0.619
H -0.199 -3.616 0.630
H 4.664 2.982 -1.305
H 5.495 5.321 -1.201
H 4.089 7.082 -0.188
H 1.849 6.550 0.692
F 1.059 -0.478 -4.560
B 1.661 -0.460 -3.353
F 2.440 0.642 -3.109
F 2.343 -1.630 -3.051
F 0.479 -0.374 -2.324
*
```

Properties
Energy above the lowest of the compared OMol25 structures with the same formula, charge and spin ... 0.0 kcal/mol
HOMO level ... -0.501 hartree
LUMO level ... -6.64 eV